The following is a quantum chemistry calculation of one molecule with the formula C5H8O, from OMol25.

Calculated total energy   -270.513555 hartree
LUMO energy   1.06 eV
Energy above the lowest of the compared OMol25 structures with the same formula, charge and spin   27.8 kcal per mole
Largest force on an atom   0.0088 Eh/bohr
E_HOMO   -0.3584 Ha

Each line ends with the Löwdin charge.
Element x y z (Å)
C  1.29  -0.94  -0.08  -0.067
C  -0.22  -0.83  -0.23  -0.286
C  -1.10  -0.29  0.84  -0.083
C  -0.85  0.54  -0.40  -0.212
C  0.05  1.71  -0.27  -0.260
O  0.08  2.63  -1.05  0.053
H  1.62  -0.72  0.94  0.079
H  1.64  -1.94  -0.33  0.074
H  1.80  -0.23  -0.75  0.079
H  -0.67  -1.60  -0.86  0.134
H  -0.63  0.04  1.76  0.109
H  -2.10  -0.70  0.97  0.105
H  -1.64  0.65  -1.14  0.143
H  0.74  1.67  0.60  0.132

=====

The following is a quantum chemistry calculation of C11H15Br3CrO2Si as an isolated structure, from OMol25.

Calculated total energy   -9634.752911 hartree
LUMO energy (spin up / spin down)   -0.40 / -0.44 eV
Energy above the lowest of the compared OMol25 structures with the same formula, charge and spin   0.0 kcal per mole
Largest force on an atom   0.0058 Eh/bohr
Multiplicity   5
E_HOMO (spin up / spin down)   -0.3271 / -0.3345 Ha

Each line ends with the Mulliken spin population.
Element x y z (Å)
Cr  2.19  -0.72  0.40  4.215
Br  -0.41  -2.19  -1.25  0.016
C  1.54  -2.13  -0.95  -0.168
Br  3.98  -1.62  1.71  0.005
H  1.97  -2.00  -1.94  0.024
H  1.79  -3.13  -0.60  0.011
C  0.77  1.45  3.32  0.007
Si  -0.25  0.60  2.02  -0.016
C  -0.27  -1.22  2.37  0.028
C  -1.94  1.30  1.75  0.000
H  0.27  1.34  4.29  0.001
H  0.90  2.51  3.12  0.000
H  1.75  0.99  3.42  0.004
H  -0.79  -1.35  3.33  0.006
H  0.73  -1.64  2.53  -0.016
H  -0.80  -1.81  1.63  0.002
H  -2.54  1.22  2.66  0.000
H  -2.47  0.77  0.96  0.000
H  -1.88  2.36  1.49  0.000
Br  3.21  2.36  -5.64  0.000
C  2.47  2.22  -3.91  0.000
C  2.70  3.24  -2.99  0.004
C  2.15  3.15  -1.73  -0.011
C  1.40  2.03  -1.38  0.055
C  1.17  1.01  -2.30  0.053
C  1.71  1.11  -3.58  -0.003
C  0.80  1.99  -0.03  -0.096
O  0.47  2.94  0.61  0.001
O  0.63  0.72  0.49  -0.116
H  3.29  4.10  -3.27  0.000
H  2.29  3.94  -1.01  -0.001
H  0.56  0.16  -2.04  -0.004
H  1.52  0.34  -4.31  0.000

=====

The following is a quantum chemistry calculation of one molecule with the formula C23H32N4O, from OMol25.

Calculated total energy   -1189.884786 hartree
LUMO energy   0.45 eV
Energy above the lowest of the compared OMol25 structures with the same formula, charge and spin   44.0 kcal per mole
Largest force on an atom   0.0135 Eh/bohr
E_HOMO   -0.3043 Ha

Each line ends with the Löwdin charge.
Element x y z (Å)
C  8.28  1.01  1.20  -0.053
C  7.16  0.07  0.87  -0.274
C  7.35  -1.31  0.95  -0.051
C  6.33  -2.19  0.63  -0.077
C  5.10  -1.70  0.23  -0.035
C  4.89  -0.33  0.14  -0.158
C  3.59  0.20  -0.30  -0.293
N  3.43  1.52  -0.32  0.136
C  2.26  1.99  -0.71  -0.071
C  1.22  1.16  -1.11  -0.179
C  -0.11  1.68  -1.58  -0.162
N  -1.20  0.88  -1.05  -0.174
C  -1.35  1.05  0.38  -0.157
C  -2.45  0.14  0.92  -0.152
N  -3.68  0.40  0.20  -0.089
C  -4.88  -0.12  0.85  -0.312
C  -6.17  0.21  0.11  -0.155
C  -7.23  0.08  1.19  -0.193
C  -6.60  0.77  2.40  -0.185
C  -5.08  0.56  2.22  -0.139
C  -3.52  0.16  -1.22  -0.281
C  -3.08  -1.25  -1.71  -0.119
C  -3.98  -2.43  -1.35  -0.253
O  -3.79  -2.93  -0.05  -0.077
C  -2.46  1.16  -1.71  -0.148
C  1.49  -0.20  -1.04  -0.067
N  2.65  -0.68  -0.64  0.141
C  5.92  0.55  0.46  0.009
H  9.06  0.94  0.44  0.082
H  7.93  2.03  1.24  0.074
H  8.72  0.75  2.16  0.079
H  8.31  -1.69  1.27  0.111
H  6.49  -3.25  0.71  0.101
H  4.29  -2.37  -0.02  0.101
H  2.16  3.07  -0.71  0.118
H  -0.20  2.75  -1.30  0.129
H  -0.14  1.61  -2.67  0.131
H  -0.40  0.81  0.87  0.123
H  -1.61  2.10  0.62  0.131
H  -2.60  0.36  1.97  0.117
H  -2.13  -0.91  0.83  0.118
H  -4.82  -1.21  1.00  0.135
H  -6.37  -0.45  -0.74  0.099
H  -6.13  1.24  -0.25  0.126
H  -8.18  0.54  0.90  0.106
H  -7.41  -0.97  1.40  0.112
H  -6.96  0.35  3.34  0.102
H  -6.84  1.83  2.39  0.105
H  -4.57  1.52  2.22  0.112
H  -4.67  -0.04  3.03  0.107
H  -4.47  0.40  -1.71  0.138
H  -2.07  -1.44  -1.35  0.101
H  -3.03  -1.19  -2.80  0.118
H  -3.81  -3.24  -2.08  0.115
H  -5.03  -2.15  -1.40  0.108
H  -2.87  -3.20  0.05  0.090
H  -2.33  1.07  -2.79  0.123
H  -2.81  2.19  -1.48  0.132
H  0.74  -0.93  -1.32  0.118
H  5.74  1.61  0.38  0.108

=====

The following is a quantum chemistry calculation of C3H6N3S as an isolated structure at a distorted geometry, from OMol25.

Calculated total energy   -679.777780 hartree
Total charge   +1
LUMO energy (spin up / spin down)   -5.51 / -9.19 eV
Energy above the lowest of the compared OMol25 structures with the same formula, charge and spin   113.9 kcal per mole
Largest force on an atom   0.1010 Eh/bohr
Multiplicity   3
E_HOMO (spin up / spin down)   -0.4168 / -0.5236 Ha

Each line ends with the Mulliken spin population.
Element x y z (Å)
C  0.45  -1.14  1.68  0.047
C  0.29  -1.18  0.36  0.117
C  0.72  1.15  -1.04  0.128
N  -0.09  0.16  2.05  0.452
N  -0.56  0.75  1.08  0.248
N  -0.44  -0.04  -0.08  0.091
S  -1.82  -0.50  -1.15  0.939
H  0.96  -1.71  2.44  -0.001
H  0.49  -1.92  -0.47  -0.002
H  -0.04  1.26  -1.75  -0.013
H  1.18  2.02  -0.58  0.003
H  1.52  0.45  -1.35  -0.001
H  -2.67  0.69  -1.19  -0.008

=====

Copy entry 4 word for word.
The following is a quantum chemistry calculation of C3H6N3S as an isolated structure at a distorted geometry, from OMol25.

Calculated total energy   -679.777780 hartree
Total charge   +1
LUMO energy (spin up / spin down)   -5.51 / -9.19 eV
Energy above the lowest of the compared OMol25 structures with the same formula, charge and spin   113.9 kcal per mole
Largest force on an atom   0.1010 Eh/bohr
Multiplicity   3
E_HOMO (spin up / spin down)   -0.4168 / -0.5236 Ha

Each line ends with the Mulliken spin population.
Element x y z (Å)
C  0.45  -1.14  1.68  0.047
C  0.29  -1.18  0.36  0.117
C  0.72  1.15  -1.04  0.128
N  -0.09  0.16  2.05  0.452
N  -0.56  0.75  1.08  0.248
N  -0.44  -0.04  -0.08  0.091
S  -1.82  -0.50  -1.15  0.939
H  0.96  -1.71  2.44  -0.001
H  0.49  -1.92  -0.47  -0.002
H  -0.04  1.26  -1.75  -0.013
H  1.18  2.02  -0.58  0.003
H  1.52  0.45  -1.35  -0.001
H  -2.67  0.69  -1.19  -0.008

=====

Q: What is the formula in the first record?
A: C5H8O